Entry 1:
The following is a quantum chemistry calculation of C18H48AlFN6O8P2 as an isolated structure at a distorted geometry, from the OMol25 dataset.

XYZ file:
```
84
Properties=species:S:1:pos:R:3:lowdin_charge:R:1
Al -14.341 -15.456 13.213 0.963
F -12.811 -11.852 12.180 -0.493
O -13.681 -13.507 17.736 -0.252
P -13.015 -12.730 18.801 0.616
N -12.026 -11.395 18.350 -0.290
C -10.984 -11.730 17.398 -0.097
C -12.560 -10.037 18.203 -0.078
N -11.990 -13.644 19.834 -0.256
C -12.260 -15.041 20.143 -0.067
C -10.663 -13.138 20.371 -0.055
N -14.174 -12.133 19.941 -0.239
C -15.552 -12.541 19.926 -0.076
C -13.737 -11.779 21.243 -0.108
H -10.376 -12.579 17.710 0.080
H -10.420 -10.798 17.356 0.097
H -11.367 -11.898 16.392 0.096
H -12.320 -9.535 17.266 0.094
H -12.137 -9.403 18.982 0.092
H -13.637 -9.999 18.371 0.082
H -11.980 -15.117 21.194 0.095
H -13.304 -15.339 20.057 0.091
H -11.646 -15.584 19.425 0.104
H -9.891 -13.626 19.776 0.090
H -10.605 -12.050 20.349 0.079
H -10.468 -13.415 21.407 0.093
H -16.053 -12.242 19.005 0.095
H -15.575 -13.625 20.044 0.098
H -16.162 -12.152 20.741 0.101
H -13.485 -12.650 21.849 0.095
H -14.422 -11.214 21.874 0.108
H -12.773 -11.281 21.143 0.082
O -12.935 -16.070 8.795 -0.297
P -12.139 -15.990 7.512 0.659
N -11.096 -14.597 7.362 -0.232
C -11.640 -13.256 7.627 -0.073
C -9.805 -14.577 6.678 -0.083
N -13.076 -16.013 6.137 -0.270
C -14.308 -16.667 6.160 -0.109
C -12.794 -15.308 4.866 -0.036
N -11.151 -17.437 7.298 -0.243
C -10.670 -18.182 8.442 -0.086
C -10.460 -17.596 6.029 -0.100
H -10.906 -12.572 8.052 0.102
H -12.471 -13.346 8.326 0.084
H -12.164 -12.816 6.778 0.088
H -9.248 -13.645 6.776 0.101
H -9.923 -14.731 5.606 0.078
H -9.177 -15.386 7.053 0.080
H -14.699 -16.968 7.131 0.095
H -15.070 -16.013 5.734 0.105
H -14.252 -17.536 5.505 0.109
H -11.716 -15.354 4.712 0.053
H -13.313 -15.731 4.006 0.112
H -12.924 -14.237 5.026 0.092
H -9.597 -18.079 8.609 0.098
H -11.260 -17.965 9.333 0.078
H -10.903 -19.231 8.260 0.096
H -10.563 -18.610 5.641 0.103
H -9.398 -17.361 6.094 0.089
H -10.884 -16.986 5.231 0.060
C -15.637 -9.171 14.681 -0.057
O -16.887 -9.562 15.083 0.001
C -17.342 -10.800 15.087 -0.570
O -16.718 -11.772 14.645 0.068
O -18.587 -10.794 15.590 -0.008
C -19.425 -11.957 15.795 -0.012
H -14.942 -10.009 14.730 0.092
H -15.309 -8.271 15.202 0.103
H -15.745 -9.001 13.610 0.103
H -18.974 -12.468 16.646 0.089
H -19.457 -12.615 14.927 0.092
H -20.436 -11.675 16.091 0.097
C -16.844 -10.959 9.664 -0.039
O -17.984 -11.753 9.325 -0.013
C -18.064 -13.104 9.571 -0.534
O -17.185 -13.814 10.066 0.071
O -19.276 -13.549 9.224 -0.003
C -19.838 -14.729 9.796 -0.038
H -15.905 -11.348 9.270 0.087
H -16.678 -10.914 10.740 0.091
H -16.954 -9.968 9.223 0.098
H -19.318 -15.640 9.499 0.093
H -20.856 -14.836 9.420 0.096
H -19.981 -14.656 10.874 0.097
```

Summary:
* largest force on an atom: 3.4 eV/Å
* relative energy (zero: lowest compared OMol25 entry of this formula, charge and spin): 493.5 kJ/mol
* charge: +2

=====

Entry 2:
The following is a quantum chemistry calculation of a 2-piece molecular cluster, C5H7ClSi overall at a distorted geometry, from the OMol25 dataset.

XYZ file:
```
14
Properties=species:S:1:pos:R:3:lowdin_charge:R:1
C -0.711 -0.173 1.921 0.028
C -0.560 -0.262 0.728 -0.279
C 2.618 1.258 1.342 -0.053
C 3.163 0.233 1.620 -0.020
C -2.193 -0.353 -1.687 -0.230
Si -0.343 -0.384 -1.109 0.088
Cl 0.693 1.217 -1.659 0.343
H -1.074 -0.475 2.875 0.023
H 1.844 1.993 1.145 0.020
H 3.872 -0.598 1.737 0.035
H -2.906 -0.403 -0.903 0.002
H -2.490 0.707 -2.092 0.069
H -2.302 -1.042 -2.467 -0.018
H 0.387 -1.719 -1.452 -0.007
```

Summary:
* largest force on an atom: 3.9 eV/Å
* SMILES string: C#C[Si@@H](C)Cl.C#C
* relative energy (zero: lowest compared OMol25 entry of this formula, charge and spin): 36.1 kJ/mol
* charge: 0